(1)
One molecule with the formula C18H19Cl2N5O in a non-equilibrium geometry, computed with ωB97M-V with the def2-TZVPD basis set.

## Properties
Orbital gap   7.9340 eV
Strongest force on any atom   5.4 eV/A
HOMO   -7.68 eV

Geometry as ORCA input:
```
! wB97M-V def2-TZVPD RIJCOSX def2/J DEFGRID3
* xyz 0 1
O -3.25513 2.06275 -1.03647
Cl 1.67646 4.20807 -2.77891
Cl 0.29778 2.93714 -0.46028
N 3.08555 -1.06041 0.91975
N 3.03283 -0.82695 3.27332
C -2.25304 1.26109 -1.29410
C 2.39053 -1.10838 2.10187
C 4.40351 -0.84282 0.99049
C 4.32276 -1.08377 3.31758
C 5.07943 -0.87828 2.17821
C -0.68172 1.55688 -4.73600
C 0.34181 2.39576 -4.45728
C -1.49999 1.22781 -3.74117
C 0.46128 2.93509 -3.14675
C -0.22863 2.37404 -2.03304
C -1.29638 1.57912 -2.34808
N 0.13018 -1.20414 3.24221
N -2.16799 0.03105 -0.69321
N -1.12702 -0.65833 2.93977
C -3.79226 -0.18863 1.08123
C -1.33091 -1.15345 -1.22183
C 0.82612 -1.47695 2.01058
C 0.04766 -1.09284 -0.52693
C -2.34788 0.10853 0.74461
C -1.39969 -0.81562 1.57174
C -0.02468 -0.64966 0.96635
H 5.03538 -0.98527 0.14227
H 4.92753 -1.26814 4.26720
H 6.14531 -1.04311 2.24250
H -1.02316 1.26271 -5.71034
H 1.07344 2.60139 -5.18226
H -2.44134 0.65620 -3.93035
H 0.71044 -0.67226 3.91824
H -1.86798 -0.97862 3.53392
H -4.04598 -1.16500 1.12107
H -4.42254 0.45891 0.47457
H -4.02116 0.15528 2.11908
H -1.72033 -2.20171 -1.01872
H -1.25324 -1.17127 -2.31074
H 0.68610 -2.55668 1.73572
H 0.54967 -0.32297 -1.10324
H 0.46203 -2.05509 -0.62007
H -2.12866 1.18997 1.15879
H -1.62039 -1.91113 1.39225
H 0.26426 0.36972 0.90647
*
```

Here are the Löwdin charges for atoms 1 to 4, given in e:
1 O 0.028
2 Cl 0.596
3 Cl 0.707
4 N 0.126



(2)
C18H19ClMnN5O9PS as an isolated structure in a non-equilibrium geometry, computed with ωB97M-V with the def2-TZVPD basis set.

## Properties
Orbital gap (spin up / spin down)   7.1415 / 6.7342 eV
Strongest force on any atom   1.1 eV/A
HOMO (spin up / spin down)   -2.90 / -2.49 eV
⟨S²⟩   1.214

Geometry as ORCA input:
```
! wB97M-V def2-TZVPD RIJCOSX def2/J DEFGRID3
* xyz -2 2
Mn 1.34089 0.70176 0.24172
O 1.34348 0.57741 2.19560
N 2.44963 0.56237 2.89679
C 2.29741 0.48789 4.22786
C 3.36574 0.45775 5.07950
C 4.65104 0.50250 4.52973
C 4.79152 0.57710 3.17957
C 3.67896 0.61422 2.29631
S 3.83572 0.72466 0.60941
H 1.26426 0.45089 4.53774
H 3.19609 0.39475 6.14435
H 5.52592 0.47625 5.16894
H 5.76971 0.60738 2.71842
O 0.54548 3.07689 -6.21363
C 0.74468 1.86879 -5.96613
O 0.67200 0.87221 -6.72030
C 0.92416 1.53051 -4.46193
C 1.21434 0.24382 -4.05441
C 1.35778 -0.03847 -2.70487
N 1.21711 0.89389 -1.75905
C 0.94636 2.14123 -2.14079
C 0.79507 2.49455 -3.46680
C 0.82204 3.13585 -0.99097
O 0.51855 4.29836 -1.21609
O 1.04975 2.61450 0.15664
H 1.31832 -0.52876 -4.80448
H 1.57521 -1.03825 -2.35193
H 0.57865 3.52224 -3.72220
C -4.06369 -0.80218 -1.02273
N -2.83365 -1.57351 -1.09088
C -2.76766 -2.48086 0.05669
N -2.92195 -1.81192 1.35254
C -4.14944 -1.02883 1.33260
N -4.24129 -0.06291 0.23385
C -3.23188 0.99934 0.37363
P -1.46878 0.38307 0.39015
C -1.65881 -0.69060 -1.12785
C -1.75998 -0.95589 1.64873
H -4.90583 -1.49119 -1.12291
H -4.08854 -0.09576 -1.85466
H -1.81197 -3.00548 0.04147
H -3.57368 -3.21217 -0.04359
H -4.24224 -0.49227 2.28046
H -4.99293 -1.71688 1.23794
H -3.41898 1.54583 1.30086
H -3.34477 1.71072 -0.44718
H -0.75978 -1.29267 -1.23897
H -1.72251 -0.03829 -2.00193
H -1.92122 -0.46929 2.61541
H -0.85999 -1.56450 1.73846
O 2.80789 -3.06926 0.56774
Cl 1.40164 -2.83790 0.39565
O 0.67829 -3.14248 1.61007
O 0.87507 -3.60656 -0.70677
O 1.18683 -1.41987 0.07221
*
```

Here are the Löwdin charges for atoms 1 to 4, given in e:
1 Mn 0.402
2 O -0.227
3 N -0.185
4 C -0.035



For reference, ΔE to the lowest compared entry with this formula, charge and spin by record: 305.1; 4.7 kJ/mol.
For reference, calculated total energy by record: -53513.0633; -108814.4592 eV.